Record 1
ORCA calculation (ωB97M-V/def2-TZVPD) on a cluster of 2 separate species, C6H8NS in total at a distorted geometry.

Computed properties:
* ΔE to the lowest compared entry with this formula, charge and spin: 356.4 kJ/mol
* DFT total energy: -18665.2518 eV
* charge: +1
* LUMO energy: -4.70 eV
* orbital gap: 8.11 eV
* HOMO level: -12.81 eV
* molar mass: 126.20 g/mol

Last columns: bonded neighbours and bond lengths (Å).
Positions of all 16 atoms, in Å:
1 C -1.09 1.94 1.10  C2 1.380, C3 1.382, H9 0.987
2 C -1.15 0.69 0.52  C1 1.380, C4 1.359, H10 0.992
3 C -0.04 2.74 0.68  C1 1.382, S8 1.717, H11 1.003
4 C -0.05 0.46 -0.24  C2 1.359, C6 1.448, S8 1.773
5 C 0.03 -2.09 -0.26  C6 1.441, N7 1.467, H12 1.138, H13 0.994
6 C 0.23 -0.80 -0.88  C4 1.448, C5 1.441, N7 1.502
7 N 1.41 -1.60 -0.38  C5 1.467, C6 1.502, H15 0.970, H16 1.031
8 S 0.98 1.90 -0.41  C3 1.717, C4 1.773
9 H -1.72 2.36 1.74  C1 0.987
10 H -1.89 0.03 0.53  C2 0.992
11 H 0.25 3.65 1.00  C3 1.003
12 H -0.37 -2.01 0.80  C5 1.138
13 H -0.33 -2.88 -0.75  C5 0.994
14 H -0.09 -0.96 -2.63  no bonds
15 H 1.97 -1.29 0.34  N7 0.970
16 H 1.85 -2.14 -1.15  N7 1.031

These are the natural (NBO) partial charges, in e, on atoms 1 to 4:
1. C -0.23
2. C -0.18
3. C -0.32
4. C -0.34

Record 2
ORCA calculation (ωB97M-V/def2-TZVPD) on an isolated molecule of C6H10N2 at a distorted geometry.

Computed properties:
* ΔE to the lowest compared entry with this formula, charge and spin: 278.6 kJ/mol
* DFT total energy: -9361.5496 eV
* charge: 0
* LUMO energy: 0.64 eV
* orbital gap: 8.89 eV
* SMILES string: C=NC(=C)NC(=C)C
* HOMO level: -8.25 eV
* molar mass: 110.16 g/mol

Last columns: bonded neighbours and bond lengths (Å).
Positions of all 18 atoms, in Å:
1 C 2.18 0.19 0.31  N2 1.257, H9 1.086, H10 1.087
2 N 0.96 0.24 0.59  C1 1.257, C3 1.409
3 C 0.07 1.28 0.26  N2 1.409, C4 1.338, N5 1.383
4 C 0.38 2.58 0.19  C3 1.338, H11 1.078, H12 1.075
5 N -1.06 0.64 -0.22  C3 1.383, C6 1.532, H13 1.013
6 C -0.74 -0.85 -0.30  N5 1.532, C7 1.337, C8 1.500
7 C -0.62 -1.48 -1.48  C6 1.337, H14 1.077, H15 1.078
8 C -1.13 -1.56 0.96  C6 1.500, H16 1.098, H17 1.093, H18 1.094
9 H 2.75 -0.67 0.67  C1 1.086
10 H 2.72 0.97 -0.22  C1 1.087
11 H -0.34 3.30 -0.15  C4 1.078
12 H 1.33 2.93 0.56  C4 1.075
13 H -1.47 1.07 -1.04  N5 1.013
14 H -0.88 -2.52 -1.58  C7 1.077
15 H -0.44 -0.94 -2.39  C7 1.078
16 H -2.21 -1.43 1.14  C8 1.098
17 H -0.59 -1.13 1.80  C8 1.093
18 H -0.91 -2.63 0.89  C8 1.094

These are the natural (NBO) partial charges, in e, on atoms 1 to 4:
1. C 0.00
2. N -0.43
3. C 0.32
4. C -0.55

Record 3
ORCA calculation (ωB97M-V/def2-TZVPD) on a cluster of 2 separate species, C11H6BrN6O4S in total at a distorted geometry.

Computed properties:
* DFT total energy: -109506.6349 eV
* charge: -1
* LUMO energy: 0.73 eV
* orbital gap: 4.39 eV
* HOMO level: -3.66 eV
* molar mass: 398.18 g/mol

Last columns: bonded neighbours and bond lengths (Å).
Positions of all 29 atoms, in Å:
1 Br 4.40 -0.08 -2.54  C2 1.878
2 C 2.52 -0.08 -2.50  Br1 1.878, C3 1.397, C8 1.396
3 C 1.83 -1.29 -2.47  C2 1.397, C4 1.380, H9 1.073
4 C 0.45 -1.29 -2.45  C3 1.380, C5 1.416, H10 1.076
5 C -0.28 -0.08 -2.45  C4 1.416, S6 1.654, C7 1.417
6 S -1.94 -0.08 -2.42  C5 1.654
7 C 0.45 1.14 -2.47  C5 1.417, C8 1.380, H11 1.076
8 C 1.83 1.13 -2.50  C2 1.396, C7 1.380, H12 1.073
9 H 2.38 -2.20 -2.49  C3 1.073
10 H -0.10 -2.22 -2.44  C4 1.076
11 H -0.10 2.06 -2.49  C7 1.076
12 H 2.38 2.05 -2.53  C8 1.073
13 O 2.09 -1.15 3.32  N14 1.238
14 N 1.54 -0.09 2.98  O13 1.238, O15 1.262, C16 1.444
15 O 2.02 1.04 3.27  N14 1.262
16 C 0.30 -0.11 2.24  N14 1.444, C17 1.370, C27 1.389
17 C -0.31 1.07 1.89  C16 1.370, C18 1.394, H28 1.074
18 C -1.56 1.09 1.28  C17 1.394, N19 1.438, C22 1.395
19 N -2.23 2.34 1.04  C18 1.438, O20 1.253, O21 1.252
20 O -1.63 3.40 1.35  N19 1.253
21 O -3.38 2.34 0.55  N19 1.252
22 C -2.24 -0.09 0.96  C18 1.395, N23 1.304, H29 1.070
23 N -1.65 -1.21 1.28  C22 1.304, N24 1.419, C27 1.443
24 N -2.15 -2.53 1.14  N23 1.419, N25 1.342
25 N -1.14 -3.23 1.69  N24 1.342, N26 1.333
26 N -0.07 -2.59 2.17  N25 1.333, C27 1.354
27 C -0.37 -1.29 1.93  C16 1.389, N23 1.443, N26 1.354
28 H 0.17 1.99 2.14  C17 1.074
29 H -3.21 -0.05 0.50  C22 1.070

These are the natural (NBO) partial charges, in e, on atoms 1 to 4:
1. Br 0.01
2. C -0.16
3. C -0.23
4. C -0.25

Record 4
ORCA calculation (ωB97M-V/def2-TZVPD) on the ion C5H8N with charge +1 at a distorted geometry.

Computed properties:
* ΔE to the lowest compared entry with this formula, charge and spin: 664.8 kJ/mol
* DFT total energy: -6791.1984 eV
* charge: +1
* LUMO energy: -3.94 eV
* orbital gap: 10.29 eV
* HOMO level: -14.23 eV
* molar mass: 82.13 g/mol

Last columns: bonded neighbours and bond lengths (Å).
Positions of all 14 atoms, in Å:
1 C 0.38 2.26 0.57  C2 1.283, C3 1.368, C4 1.643
2 C -0.41 2.14 -0.44  C1 1.283, C4 1.617
3 C 0.68 1.65 1.76  C1 1.368, C4 1.854, H7 1.110, H8 1.166
4 C -0.54 0.90 0.59  C1 1.643, C2 1.617, C3 1.854, N6 1.592, H9 1.063
5 C 0.64 -0.07 -1.37  N6 1.493, H10 1.140, H11 1.064, H12 1.087
6 N 0.13 -0.42 -0.01  C4 1.592, C5 1.493, H13 1.029, H14 1.085
7 H 1.63 1.12 1.98  C3 1.110
8 H 0.13 2.09 2.69  C3 1.166
9 H -1.52 0.93 1.00  C4 1.063
10 H 0.03 0.84 -1.68  C5 1.140
11 H 1.66 0.22 -1.36  C5 1.064
12 H 0.69 -1.02 -1.89  C5 1.087
13 H 0.98 -0.60 0.55  N6 1.029
14 H -0.69 -1.11 0.07  N6 1.085

These are the natural (NBO) partial charges, in e, on atoms 1 to 4:
1. C -0.04
2. C -0.11
3. C -0.36
4. C 0.01